[1]
{
  "formula": "C18H30MnNO4P2",
  "method": "ωB97M-V/def2-TZVPD",
  "spin_multiplicity": 5,
  "s_squared": 6.109,
  "orbital_gap_ev": [7.36, 7.35],
  "symbols": ["C", "C", "N", "C", "C", "C", "C", "P", "Mn", "P", "C", "C", "C", "C", "C", "C", "C", "O", "O", "H", "H", "H", "C", "C", "H", "H", "H", "H", "C", "C", "H", "H", "H", "H", "H", "H", "H", "H", "H", "H", "H", "H", "H", "H", "H", "H", "H", "H", "H", "H", "H", "H", "O", "C", "O", "H"],
  "positions_angstrom": [[-0.57407, -4.18515, 0.58532], [-0.08571, -2.86045, 0.54740], [-0.92724, -1.84022, 0.15779], [-2.18723, -2.09500, -0.22082], [-2.70568, -3.39031, -0.19046], [-1.88549, -4.44537, 0.21176], [1.28859, -2.53816, 0.81766], [1.64654, -0.81912, 1.13633], [-0.33425, 0.13677, 0.43217], [-2.09721, 0.56944, -1.01629], [-3.07419, -0.92972, -0.62239], [0.63260, 1.89921, 0.12132], [0.75555, 2.73343, 1.23306], [1.23467, 4.04284, 1.08501], [1.60285, 4.51081, -0.18284], [1.50624, 3.66501, -1.29459], [1.03265, 2.34526, -1.14059], [2.35063, -3.30331, -1.63902], [0.73562, -1.59942, -2.71425], [0.10904, -4.96265, 0.93073], [-3.74891, -3.52930, -0.47518], [-2.27837, -5.46036, 0.24390], [1.93898, -0.46855, 2.89812], [3.22721, -0.48432, 0.31068], [-3.66790, -1.19681, -1.50617], [-3.77044, -0.67774, 0.19513], [1.94498, -3.27341, -0.71067], [1.92145, -3.31682, 1.26365], [-3.10103, 2.04849, -0.77911], [-1.83128, 0.41057, -2.79900], [0.45139, 2.37531, 2.21447], [1.30583, 4.68672, 1.96113], [1.97179, 5.53177, -0.30551], [1.80150, 4.01420, -2.29087], [0.97583, 1.67778, -2.01047], [0.60541, -0.61778, -0.95151], [1.23392, -1.14240, -3.41477], [1.36993, -2.33141, -2.36738], [2.35196, -4.23835, -1.90640], [0.01323, -0.04550, -1.19123], [2.70689, -1.14725, 3.29226], [2.27688, 0.57495, 2.99221], [0.99622, -0.59975, 3.44747], [4.04545, -0.86845, 0.93939], [3.25276, -0.98604, -0.66825], [3.34498, 0.60231, 0.18362], [-2.80851, 0.25253, -3.27052], [-1.38305, 1.34140, -3.16907], [-1.16577, -0.43847, -3.00253], [-4.04078, 1.94454, -1.33473], [-3.28476, 2.18555, 0.29329], [-2.52251, 2.89519, -1.16906], [-1.85872, 1.58076, 2.11006], [-1.89754, 0.62519, 2.95210], [-1.24507, -0.46071, 2.89879], [-2.57800, 0.75341, 3.81941]],
  "atomic_forces_ev_per_a": [[-0.638, -0.299, -0.204], [0.810, 0.525, 0.087], [-0.352, -0.336, 0.419], [-0.354, -0.979, 0.327], [-0.327, 0.796, -0.408], [0.792, 0.112, 0.316], [-0.821, 0.178, 0.674], [0.398, -1.194, 0.169], [-0.571, 0.908, 2.907], [-0.412, 0.096, 0.004], [-0.309, 0.042, 0.050], [-0.169, -0.304, 0.145], [0.272, 0.674, -0.192], [-0.011, -0.343, -0.223], [-0.061, -0.194, -0.036], [-0.047, -0.397, 0.040], [0.205, 0.757, 0.119], [0.076, -1.099, 0.413], [1.063, -0.880, -0.691], [-0.330, 0.124, -0.148], [0.334, -0.132, 0.060], [0.097, 0.201, 0.017], [0.131, 0.035, 0.134], [0.269, 0.361, -0.002], [-0.032, -0.047, 0.255], [0.236, -0.128, -0.173], [0.358, 0.455, -0.639], [-0.299, 0.260, 0.004], [-0.328, -0.110, -0.103], [-0.107, 0.156, -0.134], [-0.013, 0.157, -0.197], [0.037, -0.076, -0.232], [-0.130, -0.316, 0.034], [-0.092, -0.058, 0.425], [0.036, 0.324, 0.281], [-1.088, 1.527, -1.416], [-0.216, -0.342, 0.383], [-0.861, 0.992, -0.621], [0.013, 0.472, 0.048], [2.293, -1.561, -0.807], [-0.116, 0.183, -0.053], [-0.062, -0.289, 0.033], [0.271, 0.026, -0.234], [-0.188, 0.094, -0.252], [-0.060, 0.210, 0.355], [0.078, -0.317, 0.014], [0.221, 0.080, -0.101], [-0.065, -0.245, -0.026], [-0.179, 0.181, 0.046], [0.102, 0.190, 0.100], [0.119, -0.010, -0.249], [-0.159, -0.130, 0.139], [0.054, -1.491, 0.386], [0.394, -0.048, -0.576], [-0.371, 1.186, -0.617], [0.108, 0.024, -0.055]]
}

***

[2]
{
  "formula": "C18H30N2O3S",
  "method": "ωB97M-V/def2-TZVPD",
  "de_lowest_ev": 20.4520,
  "spin_multiplicity": 1,
  "orbital_gap_ev": 7.53,
  "symbols": ["C", "H", "C", "C", "C", "C", "C", "C", "C", "H", "H", "C", "C", "H", "H", "S", "O", "O", "N", "N", "C", "C", "C", "C", "C", "C", "C", "O", "C", "H", "H", "H", "H", "H", "H", "H", "H", "H", "H", "H", "H", "H", "H", "H", "H", "H", "H", "H", "H", "H", "H", "H", "H", "H"],
  "positions_angstrom": [[-7.31407, -2.87550, -0.99589], [-8.02521, -2.24705, -1.42206], [-5.87590, -2.04684, -1.19820], [-5.96893, -0.90799, -0.33833], [-4.66801, -0.30961, -0.55034], [-4.74051, 1.03318, 0.52714], [-3.50317, 1.82924, 0.49505], [-2.18674, 1.27993, 0.74208], [-0.99306, 2.19250, 0.70082], [-1.07889, 3.02224, 1.37902], [-0.83105, 2.67645, -0.21825], [0.21296, 1.56108, 1.20017], [1.55861, 2.16824, 1.03886], [2.46076, 1.96995, 1.57005], [1.39149, 3.31572, 1.46780], [1.75496, 2.63054, -0.49539], [1.32018, 3.77553, -0.93563], [1.42757, 1.46021, -1.31548], [3.60971, 3.01698, -0.72735], [4.44793, 2.03571, -0.52702], [4.17799, 0.76052, -0.48034], [5.17770, -0.11337, -0.17659], [6.60503, 0.25123, -0.57969], [7.55937, -0.75132, -0.41987], [7.32421, -1.93794, -0.48759], [6.11198, -2.45489, 0.05584], [5.01390, -1.72478, 0.02915], [3.74283, -1.65161, 0.30958], [3.26430, -3.17550, 0.75318], [2.30187, -3.15741, 0.87863], [3.85275, -3.38689, 1.49847], [3.53576, -3.84101, -0.31540], [5.85851, -3.46214, 0.35697], [8.08589, -2.98049, -0.23499], [8.60360, -0.58659, -0.82960], [6.85028, 1.36329, -0.87194], [3.24644, 0.39235, -0.40123], [3.79080, 3.82077, -0.77133], [0.17484, 1.22280, 2.36681], [0.36508, 0.68600, 0.81175], [-2.25665, 0.88022, 2.06150], [-2.10641, 0.43234, 0.51980], [-3.35890, 2.15925, -0.69435], [-3.59850, 2.75538, 0.89608], [-4.91399, 0.89311, 1.45055], [-5.38673, 1.67659, 0.19110], [-3.80995, -0.91422, -0.04429], [-4.37312, 0.00522, -1.39713], [-6.19213, -1.05514, 0.62506], [-6.96186, -0.14720, -0.58576], [-5.81458, -1.81753, -2.25937], [-5.20508, -2.75763, -0.89902], [-7.16301, -3.70884, -1.79825], [-7.50083, -3.25507, 0.04524]],
  "atomic_forces_ev_per_a": [[3.702, -1.882, -1.997], [-1.737, 1.020, -0.108], [-6.539, -2.838, -0.547], [-1.912, 3.291, -4.033], [0.745, 2.079, 11.672], [5.464, -3.113, -6.434], [1.362, 0.502, -6.317], [-0.896, 9.689, 9.618], [-0.825, 0.814, 0.999], [-1.002, 0.742, 0.347], [-0.013, 0.221, -1.693], [1.366, -0.425, 5.859], [-1.620, 5.958, 4.682], [0.457, -1.335, 0.182], [0.531, -2.254, -0.532], [8.541, -11.034, -4.363], [-5.752, 12.322, -3.196], [0.516, 1.084, 1.224], [-8.348, -17.624, 1.596], [2.166, -0.465, -0.282], [-0.132, 4.443, 0.835], [9.699, -4.026, -2.801], [-4.727, 1.671, 2.083], [5.773, 10.299, -3.666], [-0.983, -15.714, 4.492], [-1.878, -2.059, -0.762], [0.027, 10.059, -0.499], [-3.541, -6.830, 2.196], [3.821, 2.214, -9.388], [-5.290, 0.313, 0.923], [2.964, -1.441, 4.138], [-0.780, 1.767, 3.434], [1.080, -0.624, -0.310], [-1.189, 3.745, -1.596], [-0.855, 0.867, 0.975], [-0.465, -2.547, 0.687], [-3.440, -0.984, -0.317], [4.047, 14.856, -0.527], [-0.396, 1.225, -2.401], [0.251, -5.462, -2.634], [0.302, 1.314, -2.908], [1.884, -12.389, -4.819], [-0.557, -0.527, 2.272], [-0.459, 2.796, 1.767], [-1.742, -2.381, 6.754], [-4.291, 3.110, -2.102], [-1.552, 0.507, -1.142], [1.679, 2.204, -6.356], [-0.317, -1.246, 3.748], [2.824, -1.839, -0.050], [0.244, 0.066, 0.050], [2.374, -1.395, 0.619], [-0.769, 0.775, 1.828], [0.191, 0.483, -1.202]]
}

***

Number 1: E -78729.04546 eV. Number 2: E -39090.62962 eV.